(1)
Density functional theory data (ωB97M-V with the def2-TZVPD basis set) for a structure of composition C37H40Li2O17S.

Values from the calculation:
LUMO level = -1.18 eV
ΔE to the lowest compared entry with this formula, charge and spin = 14.86 kcal/mol
calculated total energy = -3125.98905 hartree
frontier orbital gap = 0.2242 hartree
highest occupied orbital energy = -7.3 eV
largest force on an atom = 12.004 eV/A

Positions of all 97 atoms, in Å:
Li (1.897, 2.000, 2.440)
Li (-2.954, -0.640, 2.067)
S (0.047, -0.332, 0.956)
O (0.402, 1.026, 1.443)
O (-1.299, -0.563, 1.381)
O (0.025, -0.191, -0.493)
O (0.941, -1.354, 1.436)
C (-5.561, -0.437, 0.423)
O (-4.210, -0.159, 0.401)
H (-6.153, -1.062, 1.157)
H (-5.925, -1.177, -0.423)
H (-6.395, 0.543, 0.495)
H (-3.678, -0.383, -0.359)
C (5.606, -0.988, 1.614)
C (6.572, -0.872, 0.605)
C (6.203, -0.889, -0.775)
C (4.800, -0.900, -1.124)
C (3.844, -1.091, -0.167)
C (4.248, -1.143, 1.248)
O (3.357, -1.060, 2.196)
O (7.029, -0.843, -1.880)
H (5.993, -0.992, 2.528)
H (7.670, -0.844, 0.937)
H (4.257, -0.772, -2.133)
H (2.700, -1.250, -0.344)
H (2.529, -1.430, 2.138)
H (7.680, -1.536, -1.580)
C (-4.584, 0.105, -4.053)
C (-3.823, -0.603, -3.030)
C (-2.498, -0.332, -2.686)
C (-1.879, 0.767, -3.282)
C (-2.513, 1.525, -4.190)
C (-3.938, 1.198, -4.700)
O (-4.656, 2.048, -5.409)
O (-2.026, -0.962, -1.615)
H (-5.636, -0.142, -4.288)
H (-4.334, -1.527, -2.666)
H (-0.839, 0.918, -3.078)
H (-1.963, 2.274, -4.462)
H (-5.086, 1.565, -6.027)
H (-1.265, -0.469, -1.277)
C (1.207, -3.618, -1.224)
C (1.374, -4.214, -2.494)
C (2.173, -5.341, -2.873)
C (2.901, -5.932, -1.804)
C (2.936, -5.293, -0.540)
C (2.166, -4.136, -0.259)
O (2.163, -3.602, 1.046)
O (2.374, -5.498, -4.178)
H (0.682, -2.713, -1.115)
H (0.764, -3.767, -3.514)
H (3.547, -6.822, -1.838)
H (3.578, -5.835, 0.252)
H (1.618, -2.815, 1.012)
H (2.991, -6.206, -4.214)
C (-1.936, -2.705, 4.963)
C (-2.222, -2.226, 6.254)
C (-1.381, -1.179, 6.698)
C (-0.299, -0.695, 5.883)
C (-0.096, -1.274, 4.604)
C (-1.028, -2.276, 4.112)
O (-0.845, -2.849, 2.927)
O (-1.604, -0.599, 7.958)
H (-2.681, -3.401, 4.660)
H (-3.001, -2.653, 6.566)
H (-0.003, 0.207, 6.147)
H (0.491, -0.716, 4.040)
H (-0.154, -2.454, 2.421)
H (-2.516, -1.052, 8.226)
C (-3.665, 3.623, -0.401)
C (-2.497, 3.086, 0.207)
C (-1.966, 3.902, 1.331)
C (-2.560, 5.027, 1.735)
C (-3.751, 5.481, 1.054)
C (-4.293, 4.784, -0.054)
O (-5.408, 5.371, -0.589)
O (-0.776, 3.331, 1.878)
H (-4.070, 3.055, -1.249)
H (-2.076, 2.247, -0.308)
H (-1.954, 5.458, 2.685)
H (-4.153, 6.487, 1.401)
H (-5.793, 4.870, -1.337)
H (-0.675, 2.500, 1.651)
C (1.216, 2.559, -1.559)
C (1.695, 3.943, -1.365)
C (2.925, 4.302, -1.710)
C (3.827, 3.416, -2.270)
C (3.422, 2.074, -2.355)
C (2.157, 1.621, -2.031)
O (1.806, 0.306, -2.163)
O (3.341, 5.533, -1.545)
H (0.096, 2.288, -1.293)
H (1.012, 4.591, -0.948)
H (4.650, 3.711, -2.515)
H (4.332, 1.299, -2.708)
H (1.150, 0.203, -1.571)
H (4.225, 5.569, -1.110)



(2)
Density functional theory data (ωB97M-V with the def2-TZVPD basis set) for a cluster of 2 separate species, C5H13N4 in total.

Values from the calculation:
LUMO level = -3.04 eV
total charge = +1
ΔE to the lowest compared entry with this formula, charge and spin = 46.60 kcal/mol
calculated total energy = -417.03466 hartree
frontier orbital gap = 0.3516 hartree
highest occupied orbital energy = -12.6 eV
largest force on an atom = 5.231 eV/A

Positions of all 22 atoms, in Å:
C (-1.952, -0.121, -0.008)
C (-0.613, -0.245, 0.677)
C (-0.231, 1.201, 0.764)
C (0.897, 1.737, 1.585)
C (2.321, -1.154, -0.896)
N (-2.143, 1.169, -0.401)
N (-1.130, 1.861, 0.083)
N (-2.729, -1.174, -0.249)
N (0.882, -1.111, -1.337)
H (-0.375, -0.991, 1.428)
H (0.005, -0.773, -0.259)
H (1.702, 2.144, 0.916)
H (1.302, 0.888, 2.055)
H (0.403, 2.330, 2.385)
H (2.235, -0.572, 0.025)
H (2.655, -2.168, -0.489)
H (2.894, -0.672, -1.636)
H (-1.321, 2.782, -0.303)
H (-2.731, -1.978, 0.362)
H (-3.638, -0.957, -0.701)
H (0.684, -1.847, -1.958)
H (0.882, -0.344, -2.045)



(3)
Density functional theory data (ωB97M-V with the def2-TZVPD basis set) for the ion C8H9N3OPS with charge +1.

Values from the calculation:
LUMO level = -4.22 eV
total charge = +1
calculated total energy = -1288.98105 hartree
frontier orbital gap = 0.3234 hartree
highest occupied orbital energy = -13.0 eV
largest force on an atom = 2.015 eV/A

Positions of all 23 atoms, in Å:
O (-0.441, -3.746, 0.748)
N (-0.335, -2.488, 0.276)
N (-0.137, -1.487, 1.144)
C (-0.079, -0.425, 0.399)
C (0.126, 0.971, 0.783)
C (1.229, 1.638, 0.254)
C (1.446, 2.967, 0.594)
C (0.557, 3.610, 1.449)
C (-0.553, 2.950, 1.958)
C (-0.772, 1.618, 1.632)
N (-0.228, -0.773, -0.926)
C (-0.388, -2.092, -0.973)
P (-0.591, -2.925, -2.604)
S (0.543, -2.031, -3.896)
H (-0.025, -4.336, 0.103)
H (1.928, 1.156, -0.412)
H (2.298, 3.497, 0.207)
H (0.736, 4.636, 1.722)
H (-1.261, 3.435, 2.608)
H (-1.622, 1.076, 2.010)
H (-0.204, -0.138, -1.715)
H (-0.280, -4.283, -2.415)
H (-1.948, -2.828, -2.945)



(4)
Density functional theory data (ωB97M-V with the def2-TZVPD basis set) for a cluster of 3 separate species, CH9N4O in total.

Values from the calculation:
LUMO level = -3.19 eV
total charge = +1
ΔE to the lowest compared entry with this formula, charge and spin = 3.47 kcal/mol
calculated total energy = -337.50397 hartree
frontier orbital gap = 0.3733 hartree
highest occupied orbital energy = -13.4 eV
largest force on an atom = 1.109 eV/A

Positions of all 15 atoms, in Å:
C (0.570, 1.518, 0.476)
N (-0.282, -1.511, -0.134)
N (0.885, 0.540, 2.682)
N (0.781, 1.410, 1.635)
N (-0.731, -0.015, -2.234)
O (0.348, 1.894, -0.613)
H (-0.545, -0.707, -1.339)
H (0.099, -0.965, 0.633)
H (1.774, 0.694, 3.159)
H (0.134, 0.732, 3.347)
H (-1.115, -1.988, 0.199)
H (-0.503, 0.937, -1.900)
H (-0.118, -0.247, -3.014)
H (-1.699, -0.061, -2.545)
H (0.403, -2.232, -0.353)